Below is an isolated molecule of C17H20N2O4S2, with properties calculated with ωB97M-V with the def2-TZVPD basis set.

Summary:
Charge = 0
SMILES = COc1ccc(N(CC(=O)Nc2cccc(SC)c2)S(C)(=O)=O)cc1
E_HOMO = -8.081 eV
Gap between HOMO and LUMO = 8.605 eV

```
45
C17H20N2O4S2, DFT ωB97M-V with the def2-TZVPD basis set
C -2.61382 -3.00231 -0.70046
O -1.71020 -2.53632 -1.67610
C -0.53259 -2.00366 -1.25593
C -0.08718 -1.99327 0.05866
C 1.10319 -1.36694 0.39178
C 1.87879 -0.73804 -0.57386
N 3.05112 -0.01276 -0.24660
C 3.24409 1.25296 -0.93541
C 1.92823 2.02608 -1.09388
O 1.65746 2.61102 -2.11694
N 1.12375 1.93782 -0.00037
C -0.27549 2.01855 -0.02081
C -0.97157 2.77939 -0.95483
C -2.35319 2.73469 -0.96503
C -3.05701 1.93998 -0.07685
C -2.35866 1.19236 0.86068
S -3.12412 0.08469 2.01023
C -4.89621 0.45679 1.85902
C -0.97253 1.24812 0.90122
S 3.60003 -0.00713 1.34201
C 4.09998 -1.72446 1.59487
O 2.53849 0.35362 2.24655
O 4.77200 0.81063 1.37561
C 1.45642 -0.80187 -1.90367
C 0.27305 -1.42137 -2.23617
H -3.51320 -3.28573 -1.24477
H -2.85585 -2.22063 0.02625
H -2.22117 -3.87827 -0.17409
H -0.66795 -2.43929 0.84952
H 1.38228 -1.32833 1.43073
H 3.67269 1.09472 -1.92912
H 3.95887 1.83095 -0.34585
H 1.49601 1.46693 0.81973
H -0.43354 3.37712 -1.66973
H -2.89770 3.32276 -1.68852
H -4.13308 1.91045 -0.12912
H -5.38668 -0.13283 2.62727
H -5.26135 0.16078 0.87976
H -5.06464 1.51398 2.04028
H -0.43554 0.67123 1.63904
H 3.44043 -2.37385 1.03518
H 5.11771 -1.80017 1.23639
H 4.04809 -1.93934 2.65508
H 2.04329 -0.34276 -2.68154
H -0.06269 -1.44632 -3.26018
```

***

Below is the ion C4H3O3 with charge -1, with properties calculated with ωB97M-V with the def2-TZVPD basis set.

Summary:
Charge = -1
E_HOMO = -4.662 eV
Gap between HOMO and LUMO = 8.876 eV

```
10
C4H3O3, DFT ωB97M-V with the def2-TZVPD basis set
C -1.64915 -1.22659 0.23524
C 0.81885 0.35423 1.37625
C -0.35020 -0.30406 0.27052
C 0.04992 -0.10105 -1.12062
O -1.76818 0.00694 0.59647
O 1.92996 0.16300 0.84832
O 0.49889 0.91145 2.42434
H -0.53179 -0.54297 -1.94455
H 1.11941 -0.31011 -1.17711
H -0.11772 1.04915 -1.50887
```

***

Below is an isolated molecule of C7H6F3O2PS, with properties calculated with ωB97M-V with the def2-TZVPD basis set.

Summary:
Charge = 0
SMILES = O=S(=O)(Pc1ccccc1)C(F)(F)F
E_HOMO = -9.645 eV
Gap between HOMO and LUMO = 9.748 eV

```
20
C7H6F3O2PS, DFT ωB97M-V with the def2-TZVPD basis set
O 1.59388 -0.92518 -1.80574
S 1.80978 -0.12724 -0.61090
O 1.50126 1.27765 -0.63866
P 0.84553 -1.12296 1.09913
C -0.72384 -0.53988 0.50790
C -1.22687 -0.64624 -0.81343
C -2.39043 0.05184 -1.14854
C -2.96573 0.84961 -0.16812
C -2.48353 1.05138 1.13666
C -1.26941 0.42932 1.41347
C 3.62962 -0.13186 -0.10135
F 4.09538 0.89336 -0.75869
F 4.36751 -1.17458 -0.35873
F 3.59410 0.10039 1.16449
H 0.75704 -2.45793 0.68388
H -0.88801 -1.33646 -1.57648
H -2.90165 0.17428 -2.13946
H -3.82801 1.42850 -0.23096
H -2.87356 1.56570 1.99246
H -0.64307 0.64027 2.35308
```

***

Below is a cluster of 2 separate species, C3H9NO2 in total, with properties calculated with ωB97M-V with the def2-TZVPD basis set.

Summary:
Charge = -1
<S²> = 0.754
Spin multiplicity = 2
E_HOMO (alpha / beta) = 0.463 / -3.597 eV
Gap between HOMO and LUMO (alpha / beta) = 3.849 / 7.750 eV

```
15
C3H9NO2, DFT ωB97M-V with the def2-TZVPD basis set
C 0.69863 -0.89153 -0.22119
N -0.34623 -0.03740 0.12156
C -1.60417 -0.09167 -0.54603
C -2.79764 -0.59368 0.30926
O 1.81968 -0.47764 -0.75732
H 0.58765 -1.96352 -0.05686
H -0.02552 0.83604 0.52113
H -1.60737 -0.79757 -1.37738
H -1.89552 0.89786 -0.94982
H -3.09216 0.06936 1.12785
H -2.60194 -1.56684 0.76240
H -3.70051 -0.59986 -0.31432
H 2.99443 1.95220 1.24421
H 2.30489 0.89726 0.30720
O 2.14053 1.71541 0.83632
```

***

Below is an isolated molecule of C3H4O3, with properties calculated with ωB97M-V with the def2-TZVPD basis set.

Summary:
Charge = 0
SMILES = O=C1OCCO1
E_HOMO = -11.138 eV
Gap between HOMO and LUMO = 11.961 eV

```
10
C3H4O3, DFT ωB97M-V with the def2-TZVPD basis set
O 2.82867 -0.00673 -0.24418
C 1.64375 -0.00299 -0.13493
O 0.70903 1.23520 -0.15739
C -0.63811 0.85642 -0.08248
C -0.61821 -0.85396 0.18862
O 0.72306 -1.23597 0.04924
H -1.17165 1.25503 0.79260
H -1.18334 1.01736 -1.02830
H -1.00890 -1.01395 1.20819
H -1.28430 -1.25042 -0.59137
```

***

Energy in eV, matching the order above: -50793.99898; -10336.55267; -39725.37644; -8840.77721; -9316.74487
Relative energy (zero: lowest compared OMol25 entry of this formula, charge and spin) in eV, matching the order above: 1.193; 2.581; 0.000; 0.640; 1.956